This record from the Open Molecules 2025 dataset describes a structure of composition C19H24I2LiN2OS2. The level of theory is ωB97M-V/def2-TZVPD.

```
! RIJCOSX wB97M-V def2-TZVPD def2/J DEFGRID3
* xyz -1 1
Li 5.80 7.54 10.83
C 5.17 9.29 8.29
N 6.35 8.72 8.95
C 7.33 9.68 9.37
C 6.93 10.36 10.72
N 6.27 9.49 11.72
C 4.87 9.83 11.90
C 7.05 9.18 12.91
C 6.75 9.82 14.13
C 7.55 9.70 15.25
C 8.71 8.94 15.08
C 9.06 8.31 13.85
C 8.22 8.40 12.77
S 8.61 7.45 11.35
C 6.79 7.57 8.28
C 8.00 7.61 7.56
C 8.56 6.42 6.91
C 7.78 5.29 6.91
C 6.56 5.30 7.59
C 6.07 6.38 8.30
S 4.72 6.14 9.43
H 5.45 9.71 7.32
H 4.78 10.11 8.84
H 4.52 8.42 8.19
H 7.51 10.40 8.61
H 8.28 9.21 9.49
H 6.34 11.25 10.53
H 7.92 10.70 11.14
H 4.58 10.78 12.32
H 4.38 9.06 12.53
H 4.48 9.84 10.89
H 5.87 10.48 14.17
H 7.31 10.15 16.15
H 9.40 8.78 15.89
H 9.88 7.63 13.65
H 8.56 8.50 7.54
H 9.56 6.55 6.49
H 8.15 4.33 6.58
H 6.04 4.36 7.80
C 5.64 5.45 14.61
C 6.17 5.85 13.22
C 7.24 4.83 12.73
O 5.69 6.81 12.66
H 5.33 4.39 14.60
H 4.84 6.13 14.84
H 6.37 5.48 15.34
H 8.02 5.36 12.18
H 6.75 4.18 11.91
H 7.43 4.05 13.50
I 10.90 8.63 10.91
I 13.39 10.30 10.99
*
```

**HOMO energy**: -0.15747 Ha
**E_tot**: -2322.587417 hartree
**Frontier orbital gap**: 0.2389 Eh


This record from the Open Molecules 2025 dataset describes a structure of composition C4H8CaO3. The level of theory is ωB97M-V/def2-TZVPD.

```
! RIJCOSX wB97M-V def2-TZVPD def2/J DEFGRID3
* xyz 2 1
C -3.38 -0.74 -0.06
C -2.01 -0.25 0.17
O -1.93 1.04 0.07
H -3.36 -1.83 0.14
H -4.08 -0.24 0.61
H -3.63 -0.62 -1.12
H -1.19 -0.76 -0.35
H -1.60 -1.10 2.00
O 0.27 0.56 2.29
C -0.19 0.01 3.32
C -0.99 -1.19 3.20
H -1.70 -1.28 4.03
H -0.41 0.70 4.15
H -0.38 -2.09 3.09
Ca 0.57 2.34 1.21
O -1.18 2.14 0.07
*
```

**HOMO energy**: -0.67776 Ha
**E_tot**: -1059.745200 hartree
**Frontier orbital gap**: 0.3325 Eh


This record from the Open Molecules 2025 dataset describes a cluster of 3 separate species, C3H9NO2S2 in total. The level of theory is ωB97M-V/def2-TZVPD.

```
! RIJCOSX wB97M-V def2-TZVPD def2/J DEFGRID3
* xyz 0 1
N -0.05 1.60 0.95
C 0.24 0.19 1.05
C -1.13 -0.55 1.17
O -2.15 -0.04 0.74
C 0.10 -0.76 -0.06
S 2.41 0.60 -0.84
S 3.66 -0.74 -0.01
H 0.62 2.07 0.36
H -0.99 1.75 0.63
H 1.11 -0.02 1.65
H -1.21 -1.37 1.89
H 0.79 -1.59 -0.05
H -0.11 -0.38 -1.05
H 4.62 -0.68 -0.93
H -2.34 0.11 -1.10
H -3.21 0.04 -2.38
O -2.37 -0.22 -2.01
*
```

**HOMO energy**: -0.29248 Ha
**E_tot**: -1121.133757 hartree
**Frontier orbital gap**: 0.1769 Eh


This record from the Open Molecules 2025 dataset describes a structure of composition C32H50NO4PPdS2. The level of theory is ωB97M-V/def2-TZVPD.

```
! RIJCOSX wB97M-V def2-TZVPD def2/J DEFGRID3
* xyz 1 2
Pd 0.07 -2.24 -0.55
C 2.70 4.53 0.00
C 3.25 3.79 -1.23
C 2.58 4.32 -2.50
C 4.76 4.08 -1.33
C 2.95 2.30 -1.08
C 1.65 1.88 -1.05
C 1.33 0.52 -0.85
N 0.11 -0.01 -0.73
C -1.09 0.56 -0.63
C -1.37 1.91 -0.35
C -2.66 2.37 -0.31
C -3.72 1.44 -0.48
C -3.54 0.10 -0.71
C -2.19 -0.38 -0.80
O -1.92 -1.61 -1.01
C -4.72 -0.87 -0.81
C -4.65 -1.85 0.38
C -4.70 -1.65 -2.14
C -6.06 -0.13 -0.74
C -2.92 3.86 -0.08
C -4.42 4.21 -0.12
C -2.22 4.66 -1.19
C -2.37 4.27 1.29
C 2.40 -0.47 -0.83
O 2.10 -1.70 -0.79
C 3.77 -0.02 -0.85
C 3.98 1.33 -0.95
C 4.92 -1.02 -0.74
C 4.82 -1.79 0.59
C 6.28 -0.31 -0.77
C 4.89 -2.00 -1.93
H 2.95 5.59 -0.07
H 3.15 4.14 0.92
H 1.62 4.43 0.08
H 2.82 5.38 -2.64
H 1.50 4.22 -2.46
H 2.94 3.77 -3.38
H 4.90 5.15 -1.47
H 5.20 3.56 -2.18
H 5.28 3.79 -0.42
H 0.86 2.60 -1.19
H -0.57 2.58 -0.11
H -4.73 1.80 -0.39
H -3.73 -2.43 0.37
H -5.49 -2.54 0.34
H -4.71 -1.30 1.33
H -3.81 -2.27 -2.23
H -4.72 -0.95 -2.98
H -5.57 -2.29 -2.20
H -6.19 0.38 0.22
H -6.87 -0.85 -0.85
H -6.15 0.60 -1.55
H -4.87 3.93 -1.07
H -4.53 5.29 0.00
H -4.97 3.73 0.69
H -2.57 4.34 -2.17
H -1.14 4.53 -1.15
H -2.44 5.72 -1.07
H -2.84 3.70 2.09
H -2.56 5.33 1.46
H -1.29 4.11 1.35
H 5.00 1.68 -0.94
H 4.87 -1.10 1.43
H 5.65 -2.49 0.67
H 3.89 -2.35 0.66
H 6.39 0.38 0.07
H 6.43 0.24 -1.70
H 7.07 -1.06 -0.69
H 3.98 -2.59 -1.93
H 5.74 -2.68 -1.87
H 4.95 -1.46 -2.88
C 0.75 -7.07 2.72
C 1.68 -6.02 2.14
O 1.19 -4.67 2.32
P -0.08 -4.07 1.58
S 0.05 -2.09 1.94
S -0.17 -4.65 -0.35
O -1.38 -4.69 2.24
C -1.75 -4.39 3.61
C -3.01 -3.56 3.62
H 1.20 -8.05 2.62
H -0.21 -7.08 2.19
H 0.57 -6.87 3.78
H 1.83 -6.19 1.07
H 2.64 -6.02 2.64
H -0.93 -3.86 4.10
H -1.90 -5.35 4.10
H -2.83 -2.59 3.16
H -3.35 -3.42 4.64
H -3.79 -4.07 3.05
*
```

**HOMO energy (spin up / spin down)**: -0.37549 / -0.37736 Ha
**E_tot**: -2870.504391 hartree
**Frontier orbital gap (spin up / spin down)**: 0.1670 / 0.1627 Eh
**⟨S²⟩**: 0.793


This record from the Open Molecules 2025 dataset describes a structure of composition C4H5O2Sc. The level of theory is ωB97M-V/def2-TZVPD.

```
! RIJCOSX wB97M-V def2-TZVPD def2/J DEFGRID3
* xyz 3 2
O -2.91 1.13 0.03
C -1.96 0.58 -0.46
Sc -4.91 1.77 0.00
H -0.59 0.73 -1.53
O 2.59 -0.30 0.84
C 1.54 -0.83 0.06
C 0.27 -0.12 0.41
C -0.72 0.09 -0.53
H 3.43 -0.61 0.48
H 1.41 -1.91 0.29
H 1.74 -0.74 -1.02
H 0.12 0.21 1.44
*
```

**HOMO energy (spin up / spin down)**: -0.77171 / -0.76992 Ha
**E_tot**: -1065.196981 hartree
**Frontier orbital gap (spin up / spin down)**: 0.2247 / 0.2253 Eh
**⟨S²⟩**: 0.752


This record from the Open Molecules 2025 dataset describes an isolated molecule of CH4N2O. The level of theory is ωB97M-V/def2-TZVPD.

```
! RIJCOSX wB97M-V def2-TZVPD def2/J DEFGRID3
* xyz 0 1
C -0.79 -0.10 -0.33
N -2.44 -0.47 0.03
N 1.36 -0.59 -0.10
O 0.04 -0.96 0.22
H -0.31 0.91 -0.68
H -2.88 0.32 -0.33
H 1.62 -0.88 -1.03
H 2.15 -1.01 0.57
*
```

**HOMO energy (spin up / spin down)**: -0.32915 / -0.31016 Ha
**E_tot**: -225.032315 hartree
**Frontier orbital gap (spin up / spin down)**: 0.3384 / 0.3158 Eh
**Structure (SMILES)**: [H]/N=C/ON


This record from the Open Molecules 2025 dataset describes a cluster of 2 separate species, C4Cl4N2 in total. The level of theory is ωB97M-V/def2-TZVPD.

```
! RIJCOSX wB97M-V def2-TZVPD def2/J DEFGRID3
* xyz 0 1
C -1.21 -0.79 1.03
C -0.17 0.90 -1.31
C 0.57 0.88 -0.11
C 1.46 -0.32 0.12
N -1.82 -1.60 1.49
N -0.77 0.78 -2.27
Cl 0.82 2.20 0.87
Cl 2.97 0.12 -0.87
Cl 1.97 -0.39 1.78
Cl 0.80 -1.92 -0.29
*
```

**HOMO energy**: -0.37901 Ha
**E_tot**: -2102.488528 hartree
**Frontier orbital gap**: 0.2346 Eh


This record from the Open Molecules 2025 dataset describes a structure of composition C10H30O10. The level of theory is ωB97M-V/def2-TZVPD.

```
! RIJCOSX wB97M-V def2-TZVPD def2/J DEFGRID3
* xyz 0 1
C -0.47 -0.83 1.68
C -0.05 0.34 0.77
O -0.84 0.64 -0.37
O -0.04 -2.07 1.19
H -1.54 -0.79 1.89
H 0.05 -0.73 2.63
H 0.94 0.14 0.38
H 0.00 1.25 1.37
H -0.62 -0.01 -1.04
H -0.46 -2.18 0.34
C -0.66 2.69 -1.23
C 0.45 3.68 -0.70
O 1.11 4.43 -1.78
O -1.48 2.36 -0.10
H -0.18 1.82 -1.67
H -1.33 3.03 -2.02
H 1.22 3.31 -0.01
H -0.10 4.49 -0.22
H 1.67 5.04 -1.31
H -1.46 1.40 -0.04
C 0.12 -1.58 -2.37
C -1.05 -2.42 -1.98
O -1.29 -3.38 -2.96
O 0.16 -0.37 -1.58
H 0.15 -1.28 -3.41
H 1.01 -2.20 -2.25
H -1.92 -1.77 -1.87
H -0.94 -2.90 -1.01
H -0.58 -3.49 -3.60
H 1.02 0.04 -1.67
C 1.11 4.47 1.99
C 0.04 3.34 1.87
O -0.61 3.17 3.13
O 2.24 4.07 2.77
H 0.63 5.39 2.32
H 1.44 4.57 0.96
H 0.35 2.31 1.70
H -0.50 3.68 0.98
H -0.04 2.76 3.78
H 2.99 3.83 2.23
C -0.24 -4.22 0.73
C 0.36 -4.25 -0.59
O 1.31 -5.33 -0.56
O -0.87 -5.52 1.03
H -1.08 -3.53 0.73
H 0.48 -4.01 1.52
H 0.87 -3.32 -0.83
H -0.38 -4.59 -1.32
H 0.80 -6.06 -0.20
H -1.78 -5.46 0.71
*
```

**HOMO energy**: -0.31092 Ha
**E_tot**: -1150.856996 hartree
**Frontier orbital gap**: 0.3033 Eh